{"formula": "C12H19GaN", "method": "the ωB97M-V functional and the def2-TZVPD basis", "total_charge": -1, "e_above_lowest_kcal_mol": 8.1, "homo_ev": -2.9, "species": ["C", "C", "C", "C", "C", "Ga", "C", "C", "C", "N", "H", "H", "H", "H", "H", "H", "H", "H", "H", "H", "C", "C", "C", "C", "H", "H", "H", "H", "H", "H", "H", "H", "H"], "coordinates": [[0.054654, -1.381800, -2.012639], [-1.264811, -1.443102, -1.477608], [-1.192045, -2.018103, -0.162959], [0.189445, -2.341088, 0.088993], [0.957752, -1.921836, -1.045915], [-0.062517, 0.155328, 0.250015], [-0.879452, 1.694994, -0.828885], [0.489781, 1.963986, -1.445422], [0.739812, 2.621659, -2.639957], [1.411629, 1.371974, -0.663338], [-2.035949, -2.373868, 0.424891], [-2.185838, -1.217138, -2.015785], [0.557966, -2.930531, 0.924488], [2.018124, -2.111603, -1.197305], [0.319109, -1.092612, -3.030491], [-1.641742, 1.359780, -1.543687], [2.387859, 1.385985, -0.968391], [-1.254660, 2.509294, -0.187377], [-0.105327, 2.956799, -3.234161], [1.761055, 2.705888, -3.001159], [-1.512575, 0.411167, 3.123885], [-0.076226, 0.939487, 2.996046], [0.652275, 1.020875, 4.337233], [0.718292, 0.073110, 2.032358], [-1.510896, -0.616313, 3.509424], [-2.032865, 0.414568, 2.154867], [-2.087661, 1.039175, 3.812375], [-0.103139, 1.955901, 2.558251], [0.742789, 0.031221, 4.788775], [1.652916, 1.432167, 4.196276], [0.121640, 1.669687, 5.032411], [1.756169, 0.410507, 1.934542], [0.760137, -0.966061, 2.374850]], "forces_ev_per_angstrom": [[-0.57, -0.66, 0.34], [0.79, -0.77, -0.11], [0.69, -0.06, -0.58], [-0.17, 0.02, -1.18], [-1.09, -0.49, 0.28], [1.09, 1.03, -1.20], [-0.18, -0.53, 0.27], [0.37, 0.75, -1.51], [-0.83, -0.55, 1.07], [0.09, -0.74, 0.97], [0.20, 0.34, -0.01], [0.33, 0.21, 0.27], [-0.03, 0.42, -0.03], [-0.23, 0.30, 0.15], [-0.08, 0.25, 0.48], [0.17, 0.35, 0.14], [-0.52, 0.11, -0.15], [0.15, -0.11, -0.36], [0.27, 0.16, -0.03], [-0.16, 0.03, -0.11], [0.16, 0.30, 0.17], [0.35, -0.02, -0.15], [-0.35, 0.23, -0.01], [-0.09, -0.47, 0.53], [0.01, 0.11, -0.07], [0.15, -0.03, 0.21], [-0.06, -0.09, 0.00], [-0.14, -0.22, 0.24], [0.02, -0.07, 0.00], [0.02, -0.06, -0.01], [-0.07, 0.09, 0.25], [-0.18, 0.11, -0.06], [-0.11, 0.05, 0.21]]}

{"formula": "C2H3HoO", "method": "the ωB97M-V functional and the def2-TZVPD basis", "multiplicity": 5, "total_charge": 2, "e_above_lowest_kcal_mol": 0.0, "homo_ev": [-19.5, -19.0], "species": ["H", "O", "C", "C", "H", "H", "Ho"], "coordinates": [[-0.658711, -0.188123, -1.447229], [0.967278, -0.826548, -0.356152], [-0.231264, -0.274809, -0.428209], [-0.873371, 0.419187, 0.528565], [-1.875211, 0.803455, 0.336288], [-0.453508, 0.523439, 1.533090], [3.124784, -0.456599, -0.166352]], "forces_ev_per_angstrom": [[0.16, -0.67, 0.45], [-2.22, 1.51, 0.55], [3.11, -1.41, -3.66], [-1.24, 0.74, 2.97], [0.29, 0.05, 0.01], [-0.20, 0.08, -0.25], [0.10, -0.30, -0.07]]}

{"formula": "C45H52N3O3PReTe", "method": "the ωB97M-V functional and the def2-TZVPD basis", "multiplicity": 4, "e_above_lowest_kcal_mol": 0.0, "homo_ev": [-6.5, -7.2], "species": ["Re", "O", "C", "C", "C", "C", "C", "C", "C", "O", "N", "N", "C", "C", "C", "C", "C", "C", "C", "O", "H", "H", "H", "H", "H", "H", "H", "H", "H", "H", "C", "C", "C", "P", "C", "C", "C", "C", "C", "C", "C", "C", "C", "C", "N", "C", "C", "C", "C", "C", "C", "C", "C", "C", "H", "H", "H", "H", "H", "H", "H", "H", "H", "H", "H", "H", "H", "H", "H", "H", "H", "H", "H", "H", "H", "H", "H", "H", "H", "H", "H", "H", "H", "H", "H", "C", "C", "C", "C", "C", "C", "Te", "C", "C", "C", "H", "H", "H", "H", "H", "H", "H", "H", "H", "H", "H"], "coordinates": [[-18.696541, -11.159350, 7.078507], [-18.228299, -16.661751, 6.776958], [-17.063100, -16.117348, 6.404780], [-16.225628, -17.042017, 5.735014], [-15.081065, -16.558046, 5.179670], [-14.624669, -15.238247, 5.441034], [-15.443890, -14.358312, 6.119439], [-16.687069, -14.783838, 6.608919], [-17.607784, -13.802276, 7.128271], [-17.217373, -12.566204, 6.861937], [-18.744638, -14.120665, 7.669522], [-19.482366, -12.971154, 7.877026], [-20.562425, -13.135967, 8.573367], [-21.486778, -12.068179, 8.815004], [-22.741406, -12.404265, 9.421998], [-23.731210, -11.494470, 9.694039], [-23.476915, -10.127504, 9.405963], [-22.303569, -9.766210, 8.831808], [-21.296979, -10.703897, 8.526051], [-20.190224, -10.235101, 7.979913], [-18.765391, -16.044639, 7.317590], [-16.608754, -18.053446, 5.627096], [-14.463765, -17.163096, 4.565376], [-13.615119, -14.909562, 5.097649], [-15.242339, -13.294897, 6.248465], [-20.789596, -14.142505, 8.873751], [-22.798352, -13.457382, 9.708020], [-24.681075, -11.757483, 10.104122], [-24.205179, -9.340820, 9.679980], [-22.105484, -8.713236, 8.572177], [-21.901859, -11.452399, 5.008370], [-21.001438, -10.360588, 4.491765], [-21.206255, -8.986450, 5.123727], [-19.270811, -10.894418, 4.764567], [-18.863387, -12.344686, 3.692906], [-17.323728, -12.532157, 3.584247], [-19.436729, -12.282712, 2.290949], [-18.249620, -9.468346, 4.324866], [-18.407760, -8.788774, 3.134179], [-17.742102, -7.642724, 2.963160], [-17.910026, -6.808571, 1.707034], [-16.798880, -7.210940, 3.924233], [-16.623960, -7.857998, 5.098703], [-17.394676, -9.005957, 5.349772], [-17.548982, -9.507795, 6.619836], [-16.834566, -8.762106, 7.679046], [-15.588875, -9.187759, 8.119581], [-14.896670, -10.383735, 7.499955], [-14.931931, -8.482652, 9.150833], [-15.590635, -7.426164, 9.729520], [-14.813191, -6.562347, 10.700129], [-16.837832, -6.982551, 9.294115], [-17.482674, -7.673324, 8.280424], [-18.769511, -7.160227, 7.677573], [-22.914717, -11.088401, 5.036184], [-21.680258, -11.828821, 6.020873], [-21.896381, -12.381039, 4.402499], [-21.108680, -10.229260, 3.415684], [-20.860595, -8.939145, 6.156556], [-22.282044, -8.824040, 5.062760], [-20.607419, -8.204811, 4.602078], [-19.277176, -13.195099, 4.238762], [-16.755756, -11.598389, 3.449636], [-17.138488, -13.199238, 2.745972], [-16.896838, -13.051737, 4.418975], [-18.961869, -11.466339, 1.749868], [-20.526270, -12.159195, 2.246079], [-19.139996, -13.174267, 1.737060], [-19.047069, -9.156453, 2.359068], [-18.441521, -7.380418, 0.969775], [-16.993907, -6.553979, 1.249545], [-18.415568, -5.878243, 2.005960], [-16.176672, -6.328692, 3.732801], [-15.945230, -7.495374, 5.882421], [-15.259699, -10.747202, 6.543693], [-14.917840, -11.243739, 8.179571], [-13.831610, -10.126288, 7.418513], [-14.006694, -8.724199, 9.576722], [-14.052651, -7.143614, 11.202186], [-15.446573, -6.130885, 11.459042], [-14.309563, -5.809914, 10.116329], [-17.261068, -6.102275, 9.748887], [-19.269206, -6.360634, 8.260496], [-19.475576, -8.039608, 7.680773], [-18.684369, -6.813938, 6.623415], [-12.520797, -8.540262, 16.400884], [-13.626294, -8.923080, 15.410651], [-13.345052, -9.739380, 14.334853], [-14.287418, -10.006751, 13.332882], [-13.867545, -10.916379, 12.185883], [-15.639557, -9.569705, 13.506675], [-17.152130, -9.841650, 11.991239], [-15.954552, -8.888040, 14.710229], [-17.362085, -8.485237, 15.067999], [-14.934038, -8.588131, 15.642281], [-12.821847, -7.620875, 16.946060], [-11.629255, -8.285195, 15.870825], [-12.289923, -9.305872, 17.121935], [-12.427053, -10.299346, 14.300133], [-12.846987, -11.240231, 12.294673], [-14.064350, -10.392925, 11.237068], [-14.473498, -11.839952, 12.216908], [-18.026159, -9.295068, 15.127671], [-17.717471, -7.777698, 14.282603], [-17.348479, -7.907364, 16.008846], [-15.100523, -8.020590, 16.567585]], "forces_ev_per_angstrom": [[0.05, -0.76, -0.31], [-0.79, 0.13, 0.63], [0.35, -0.79, 0.05], [-0.83, 0.97, 0.08], [0.93, 1.02, 0.56], [0.41, 0.16, -0.32], [0.09, -0.14, -0.08], [0.13, -1.33, -0.37], [0.41, 1.05, -0.73], [-0.87, 0.22, 0.52], [0.39, -0.02, -0.03], [-0.66, 0.32, 0.10], [0.37, 0.74, -0.75], [-1.56, 0.38, 0.82], [0.83, -0.59, -0.01], [0.65, 0.79, -0.35], [-0.94, -0.28, 0.52], [0.66, 0.90, -0.46], [0.34, -0.25, -0.27], [0.34, 0.50, -0.03], [0.35, 0.15, -0.29], [0.23, 0.18, -0.15], [0.48, -0.69, -0.34], [-1.08, -0.34, 0.13], [0.40, -0.43, -0.01], [-0.17, -0.30, 0.32], [-0.53, 0.26, -0.09], [-0.29, -0.38, 0.33], [0.37, -0.67, -0.30], [0.00, -0.63, 0.22], [-0.49, -1.18, 0.23], [1.21, -0.18, 0.01], [0.36, 0.22, -0.15], [1.15, 0.33, 1.23], [0.62, 0.12, 0.19], [-0.29, 0.08, -0.13], [-0.16, 0.25, -0.31], [0.00, -1.34, 0.69], [-0.15, -0.84, 0.48], [1.83, 2.33, -1.30], [-0.74, -0.14, 1.28], [0.04, 0.62, -0.76], [0.54, -0.35, 0.73], [-1.39, 0.26, 0.49], [0.93, 0.32, 0.80], [-0.88, -1.23, -0.45], [0.65, -0.52, -0.07], [0.79, 0.03, 0.58], [-2.47, -0.10, -0.92], [0.48, 1.28, 0.58], [-0.28, -0.75, -0.14], [0.21, -0.88, -0.21], [-0.07, 1.12, -0.65], [-1.32, -0.90, 0.11], [-0.60, 0.05, -0.03], [0.19, 0.56, -0.20], [0.08, 0.60, -0.06], [-0.17, -0.18, -0.19], [-0.29, -0.21, 0.08], [0.02, 0.58, 0.14], [-0.75, -0.52, 0.11], [-0.05, -0.10, -0.01], [-0.39, -0.21, -0.10], [0.09, 0.11, -0.31], [0.03, -0.03, 0.68], [-0.10, 0.26, -0.09], [0.24, -0.09, 0.02], [-0.24, -0.16, 0.09], [-0.45, -0.17, -0.31], [-0.70, 0.02, -0.35], [1.27, 0.38, -0.33], [-0.10, -0.22, -0.56], [-0.42, -0.20, -0.09], [-0.27, -0.10, -0.54], [-0.24, 0.36, -0.06], [-0.19, 0.08, 0.03], [-0.16, -0.14, -0.22], [1.38, -0.70, 0.06], [0.26, -0.19, 0.20], [-0.20, 0.36, 0.16], [0.16, 0.59, 0.02], [-0.24, 0.14, 0.00], [0.58, -0.35, -0.16], [0.48, 0.96, -0.19], [0.20, -0.28, 0.66], [-1.34, 0.92, -0.19], [0.95, -0.54, 0.96], [-0.63, -0.38, -1.02], [-0.39, -0.62, 0.44], [-1.23, 0.20, 0.29], [0.53, 0.38, 0.16], [0.76, 0.04, 0.59], [0.24, -0.21, 0.38], [1.07, 2.38, -0.49], [-0.60, 0.65, -0.33], [0.12, -0.59, -0.17], [0.69, 0.04, -0.39], [-0.02, -0.42, 0.24], [0.58, 0.32, -0.22], [0.52, 0.22, -0.14], [0.28, -0.46, 0.16], [0.05, 0.45, -0.23], [-0.93, -1.11, 0.09], [-0.05, -0.57, 0.49], [-0.11, -0.44, -0.29], [-0.51, -0.21, -0.49]]}